No. 1
A 4-piece molecular cluster, C3H14O4 overall, computed with ωB97M-V with the def2-TZVPD basis set.

Computed properties:
2S+1   2
Expectation value of S²   0.7506
HOMO energy (alpha / beta)   0.7 / -6.3 eV
LUMO level (alpha / beta)   3.398 / 3.418 eV
Calculated total energy   -423.56898 hartree
Total charge   -1
Orbital gap (alpha / beta)   2.7 / 9.7 eV
ΔE to the lowest compared entry with this formula, charge and spin   1.184 eV
Molecular weight   114.1 g/mol
Strongest force on any atom   5.67 eV/A

Each line ends with the Mulliken charge.
Cartesian coordinates (Å):
O: -0.0507 -3.7665 0.1606  -0.9616
O: -0.5455 0.2073 -0.2716  0.0501
O: 2.5523 -1.4389 -0.5805  -0.6919
O: 1.2533 3.7573 -4.5799  -0.8698
C: -0.7437 0.6701 1.0862  -0.4917
C: -2.2742 0.8109 1.2148  -1.2599
C: -0.1344 -0.4430 2.1752  -1.1978
H: 0.2052 0.7378 -0.6298  0.0109
H: 1.0985 3.5321 -5.5139  0.3314
H: 0.0430 0.2838 2.9894  0.4206
H: -0.8143 -1.2351 2.2253  0.4658
H: -2.6457 0.6506 2.3290  0.3229
H: -0.1003 -3.4168 -0.7458  0.3883
H: 1.6982 -1.9259 -0.4900  0.1069
H: -2.8576 -0.0053 0.6519  0.2950
H: 0.9372 -3.7352 0.4357  0.4182
H: 1.9597 3.1977 -4.3092  0.4338
H: 0.7887 -0.6547 1.6227  0.0734
H: 2.5499 -0.7308 0.1199  0.4581
H: -0.2345 1.6886 1.2448  0.3704
H: -2.6850 1.8159 0.8653  0.3267

No. 2
A 5-piece molecular cluster, C3H14O4 overall, computed with ωB97M-V with the def2-TZVPD basis set.

Computed properties:
HOMO energy   -9.7 eV
LUMO level   0.292 eV
Calculated total energy   -423.61821 hartree
Total charge   0
Orbital gap   10.0 eV
ΔE to the lowest compared entry with this formula, charge and spin   1.370 eV
Molecular weight   114.1 g/mol
Strongest force on any atom   1.90 eV/A

Each line ends with the Mulliken charge.
Cartesian coordinates (Å):
O: 0.3778 -2.6650 1.2824  -0.6182
O: 2.7788 -0.0781 -0.2425  -0.6662
O: -1.5076 0.7720 -2.5663  -0.5948
O: 0.3725 -2.0869 -1.6715  -0.6127
C: -0.3683 1.6937 0.8112  0.2590
C: 0.7724 1.7718 1.4922  -1.1420
C: -1.5363 0.8812 1.2605  -0.9734
H: -1.6994 0.9646 2.3298  0.3811
H: 2.1408 -0.6455 -0.7325  0.2959
H: 0.8098 1.2666 2.4520  0.2189
H: -0.9857 0.8942 -3.3641  0.3029
H: -0.3217 -2.6556 -1.3544  0.3151
H: 2.3715 0.6722 0.1645  0.3225
H: -2.3505 0.4147 -2.8057  0.3014
H: -0.5279 2.2070 -0.1328  0.2807
H: -2.4317 1.0948 0.6722  0.3020
H: 0.9385 -1.9834 0.9081  0.3181
H: 1.0180 -3.3904 1.2959  0.3002
H: -0.1101 -1.3043 -1.9180  0.3190
H: -1.3905 -0.1549 0.9215  0.1407
H: 1.6495 2.3311 1.1974  0.5500